No. 1
{
  "formula": "C28H59ClOP2PdSi2",
  "method": "ωB97M-V/def2-TZVPD",
  "e_lumo_ev": [0.65, -1.79],
  "multiplicity": 5,
  "s_squared": 6.014,
  "e_tot_ev": -82372.231,
  "orbital_gap_ev": [3.39, 5.97],
  "homo_energy_ev": [-2.74, -7.76],
  "fmax_ev_per_a": 2.438,
  "symbols": ["Pd", "C", "C", "C", "Si", "C", "C", "Si", "H", "H", "H", "Cl", "C", "C", "C", "C", "H", "H", "H", "H", "H", "H", "H", "H", "H", "H", "H", "H", "C", "C", "P", "H", "H", "P", "H", "H", "C", "C", "C", "C", "C", "H", "C", "H", "H", "H", "H", "H", "H", "H", "C", "C", "H", "H", "H", "H", "H", "H", "H", "C", "C", "H", "H", "H", "H", "H", "H", "C", "C", "H", "H", "H", "H", "H", "H", "H", "C", "H", "H", "H", "C", "C", "C", "C", "O", "H", "H", "H", "H", "H", "H", "H", "H", "H"],
  "positions_angstrom": [[0.70, -0.16, -0.22], [-1.58, -1.05, 1.44], [-2.13, -2.16, 0.56], [-1.17, -3.17, 0.60], [-3.33, -1.93, -0.84], [0.04, -2.69, 1.11], [-0.06, -1.29, 1.41], [0.98, -0.82, 2.97], [-1.91, -1.30, 2.47], [-1.35, -4.18, 0.23], [0.96, -3.26, 1.21], [3.03, 2.13, -4.01], [-0.14, -0.61, 4.47], [2.21, -2.14, 3.43], [-5.03, -1.50, -0.20], [-3.42, -3.50, -1.86], [1.83, -3.14, 3.17], [2.33, -2.10, 4.52], [3.20, -2.02, 2.98], [-0.18, 0.43, 4.80], [0.33, -1.20, 5.27], [-1.15, -0.99, 4.32], [-3.37, -4.37, -1.19], [-2.62, -3.59, -2.61], [-4.39, -3.51, -2.37], [-5.15, -1.88, 0.82], [-5.76, -2.00, -0.84], [-5.24, -0.42, -0.22], [1.83, 0.81, 2.57], [-2.57, -0.48, -1.82], [2.48, 0.83, 0.87], [2.61, 1.01, 3.32], [1.08, 1.62, 2.65], [-0.75, -0.35, -2.07], [-2.87, 0.46, -1.32], [-3.07, -0.49, -2.81], [-0.68, 1.14, -3.19], [-0.32, -1.90, -2.99], [3.95, -0.33, 0.92], [3.12, 2.56, 0.65], [2.04, 3.52, 0.16], [3.90, 2.47, -0.12], [3.76, 3.13, 1.93], [3.02, 3.21, 2.73], [4.13, 4.14, 1.70], [4.61, 2.54, 2.29], [1.82, 3.39, -0.91], [2.39, 4.56, 0.28], [1.11, 3.42, 0.73], [3.48, -1.30, 1.15], [4.98, 0.00, 2.01], [4.66, -0.47, -0.43], [4.55, 0.16, 3.00], [5.57, 0.88, 1.73], [5.68, -0.84, 2.08], [4.00, -0.87, -1.21], [5.50, -1.17, -0.32], [5.07, 0.49, -0.77], [-0.67, -2.68, -2.29], [1.19, -2.07, -3.17], [-1.04, -2.09, -4.33], [-2.13, -1.94, -4.27], [-0.87, -3.12, -4.67], [-0.62, -1.43, -5.10], [1.73, -1.95, -2.22], [1.59, -1.36, -3.90], [1.39, -3.08, -3.55], [-0.83, 2.40, -2.32], [-1.69, 1.18, -4.34], [0.34, 1.11, -3.62], [-2.71, 1.31, -3.96], [-1.66, 0.30, -4.98], [-1.45, 2.05, -4.96], [-1.90, 2.60, -2.12], [-0.42, 3.27, -2.85], [-0.33, 2.31, -1.34], [2.49, 1.27, -2.53], [1.60, 1.76, -2.14], [2.32, 0.22, -2.78], [3.32, 1.35, -1.82], [-3.70, 0.26, 2.77], [-2.79, 1.07, 1.85], [-3.64, 1.94, 0.93], [-1.89, 1.98, 2.67], [-1.97, 0.24, 1.00], [-4.44, 0.93, 3.21], [-3.13, -0.19, 3.59], [-4.23, -0.51, 2.20], [-4.24, 2.63, 1.53], [-3.00, 2.54, 0.27], [-4.32, 1.33, 0.32], [-1.23, 2.56, 2.01], [-1.28, 1.40, 3.38], [-2.51, 2.69, 3.25]]
}

---

No. 2
{
  "formula": "C14H31Cl6N4O5Y",
  "method": "ωB97M-V/def2-TZVPD",
  "e_lumo_ev": -8.59,
  "multiplicity": 1,
  "charge": 2,
  "e_tot_ev": -107383.207,
  "orbital_gap_ev": 5.26,
  "homo_energy_ev": -13.84,
  "fmax_ev_per_a": 5.536,
  "symbols": ["Y", "O", "H", "C", "O", "N", "C", "C", "H", "H", "H", "H", "H", "H", "H", "C", "O", "N", "C", "C", "H", "H", "H", "H", "H", "H", "H", "C", "O", "N", "C", "C", "H", "H", "H", "H", "H", "H", "H", "C", "O", "N", "C", "C", "H", "H", "H", "H", "H", "H", "H", "C", "Cl", "Cl", "Cl", "H", "C", "Cl", "Cl", "Cl", "H"],
  "positions_angstrom": [[0.98, 0.54, 2.80], [-0.12, 0.50, 0.90], [-0.93, 0.58, 0.41], [3.18, -0.51, -3.26], [4.16, -0.79, -2.59], [1.92, -0.83, -2.90], [0.75, -0.37, -3.67], [1.70, -1.55, -1.68], [3.21, 0.11, -4.16], [1.05, -0.30, -4.72], [0.43, 0.58, -3.25], [-0.03, -1.12, -3.59], [1.53, -0.85, -0.84], [0.83, -2.20, -1.71], [2.57, -2.16, -1.43], [-2.38, -2.06, -0.58], [-2.54, -3.24, -0.33], [-2.99, -1.46, -1.62], [-2.85, -0.07, -1.95], [-3.99, -2.15, -2.43], [-1.72, -1.39, -0.01], [-2.96, 0.13, -3.01], [-2.03, 0.52, -1.51], [-3.67, 0.54, -1.52], [-4.98, -1.71, -2.28], [-3.72, -2.02, -3.47], [-4.04, -3.20, -2.18], [3.53, 1.15, 0.47], [2.59, 1.35, 1.30], [4.53, 1.97, 0.24], [5.46, 1.67, -0.83], [4.62, 3.25, 0.90], [3.65, 0.22, -0.09], [6.47, 1.95, -0.53], [5.22, 2.28, -1.70], [5.52, 0.63, -1.14], [4.25, 4.05, 0.24], [4.02, 3.39, 1.80], [5.66, 3.51, 1.10], [-1.82, -1.46, 3.08], [-0.92, -0.66, 3.45], [-2.30, -2.44, 3.80], [-3.21, -3.42, 3.21], [-1.83, -2.72, 5.15], [-2.32, -1.34, 2.11], [-3.90, -3.78, 3.97], [-2.68, -4.29, 2.83], [-3.73, -3.02, 2.34], [-2.69, -2.87, 5.79], [-1.24, -3.64, 5.10], [-1.20, -1.94, 5.57], [0.97, 3.21, -1.17], [1.11, 4.64, -0.19], [2.38, 3.08, -2.25], [-0.52, 3.24, -2.16], [0.90, 2.30, -0.58], [-3.05, 2.79, 1.76], [-3.23, 4.12, 2.93], [-3.54, 3.35, 0.13], [-4.05, 1.43, 2.23], [-2.01, 2.50, 1.72]]
}